42
Properties=species:S:1:pos:R:3:forces:R:3:mulliken_charge:R:1 method="wB97M-V/def2-TZVPD" homo_lumo_gap_ev=9.9 total_energy_ha=-39522.39083 relative_energy_kj_mol=0.0 spin_multiplicity=1 largest_force_ha_per_bohr=0.0045 e_lumo_ha=-0.0067
O 1.7242 -0.5067 3.2436 -0.031 0.174 -0.016 -0.502
C 1.3819 -1.4325 2.2135 0.033 0.082 -0.114 -0.083
C 0.0982 -1.0605 1.4924 -0.021 -0.086 0.104 -0.181
C 0.1814 0.1581 0.5770 -0.004 0.006 0.002 -0.461
C 1.0974 -0.0397 -0.6395 0.053 0.105 0.135 -0.520
B 1.2665 1.1898 -1.5793 0.053 -0.122 -0.043 0.243
Cl -0.0967 2.2499 -1.9062 -0.136 0.101 0.000 -0.254
H 1.6900 0.3932 2.8931 0.035 -0.220 0.053 0.283
H 2.2226 -1.5244 1.5158 -0.057 -0.007 -0.028 -0.300
H 1.2556 -2.3958 2.7106 0.014 0.010 0.028 0.432
H -0.2435 -1.9241 0.9126 0.032 -0.003 -0.008 0.210
H -0.6472 -0.8913 2.2727 -0.090 0.035 -0.092 0.028
H -0.8257 0.3900 0.2260 0.003 0.040 0.024 0.331
H 0.4958 1.0421 1.1457 0.024 -0.021 -0.011 0.321
H 0.6710 -0.8434 -1.2600 0.068 0.004 -0.047 0.221
H 2.0889 -0.3922 -0.3416 -0.034 -0.029 -0.009 0.156
H 2.2755 1.4777 -2.1368 -0.019 -0.043 -0.010 -0.062
C -3.6316 -2.4838 2.3671 0.007 0.015 0.004 -0.359
Br -2.8666 -3.9263 1.3513 0.009 -0.025 -0.014 -0.016
Br -2.6514 -2.1708 3.9881 0.024 -0.033 0.054 0.029
Br -3.7743 -0.8820 1.3103 -0.015 0.023 -0.020 -0.011
H -4.6338 -2.7798 2.6416 0.002 0.007 -0.012 0.348
C -1.6756 3.5363 -5.2472 0.053 -0.005 -0.007 0.235
Br -3.4862 3.9705 -4.7634 -0.079 -0.033 0.087 -0.039
Br -1.6169 2.2030 -6.6275 -0.005 -0.019 -0.017 0.010
Br -0.6866 5.1068 -5.7330 0.003 0.025 -0.006 0.017
H -1.2113 3.1129 -4.3678 0.026 0.011 -0.005 -0.199
C -5.0889 6.5521 -7.0527 0.026 -0.021 -0.010 0.346
Br -4.1563 8.0918 -6.3842 0.021 0.025 0.021 0.000
Br -6.9846 6.6912 -6.7691 -0.022 -0.001 0.009 -0.016
Br -4.6695 6.2160 -8.8968 0.008 -0.007 -0.029 -0.007
H -4.7385 5.7003 -6.4885 -0.004 0.010 -0.016 -0.312
C 1.9573 -2.1304 5.9552 0.015 0.010 -0.024 0.325
Br 0.1385 -2.1534 6.5840 -0.046 0.003 0.041 -0.026
Br 3.1295 -1.2929 7.2261 0.007 0.012 0.024 -0.028
Br 2.5624 -3.9020 5.5078 -0.014 0.028 -0.024 -0.017
H 1.9731 -1.5278 5.0562 0.018 -0.015 -0.016 -0.261
C 5.4458 -4.8810 1.7915 -0.009 -0.033 0.015 -0.328
Br 6.4089 -4.7869 3.4504 0.013 -0.004 0.026 -0.011
Br 3.9999 -3.6152 1.7558 0.016 -0.012 -0.026 0.151
Br 6.6109 -4.6711 0.2779 0.015 0.005 -0.017 -0.033
H 5.0100 -5.8677 1.7274 0.005 0.007 -0.005 0.340